{
  "formula": "C72H186N10O26",
  "method": "the ωB97M-V functional and the def2-TZVPD basis",
  "gap_ev": 8.55,
  "total_charge": 0,
  "e_lumo_ev": 0.29,
  "energy_ev": -145797.509,
  "fmax_ha_per_bohr": 0.07496,
  "homo_energy_ev": -8.26,
  "de_lowest_kcal_mol": 38.81,
  "symbols": ["C", "H", "H", "H", "H", "C", "H", "H", "C", "H", "C", "H", "O", "H", "C", "H", "H", "H", "H", "H", "H", "H", "C", "H", "H", "C", "H", "O", "H", "H", "H", "C", "O", "H", "C", "H", "H", "H", "H", "H", "H", "H", "H", "H", "C", "N", "H", "H", "C", "H", "C", "H", "H", "C", "N", "H", "C", "H", "H", "C", "H", "H", "H", "C", "H", "C", "O", "H", "C", "H", "H", "H", "H", "H", "C", "H", "H", "C", "C", "H", "H", "C", "C", "H", "H", "H", "H", "H", "C", "C", "H", "C", "C", "C", "H", "H", "N", "H", "C", "H", "C", "H", "H", "H", "N", "O", "H", "C", "C", "C", "H", "H", "H", "H", "H", "H", "C", "H", "H", "H", "C", "C", "H", "H", "H", "O", "H", "H", "H", "H", "H", "H", "H", "H", "N", "C", "H", "H", "C", "H", "C", "O", "H", "H", "H", "H", "H", "N", "H", "H", "H", "H", "H", "H", "C", "H", "H", "H", "O", "C", "O", "N", "H", "O", "H", "H", "C", "H", "H", "H", "H", "H", "H", "H", "C", "H", "H", "O", "H", "C", "C", "H", "C", "H", "H", "C", "C", "H", "H", "O", "H", "H", "C", "H", "H", "O", "H", "H", "C", "C", "H", "C", "C", "H", "H", "H", "H", "H", "C", "H", "H", "C", "H", "H", "H", "H", "H", "C", "H", "C", "H", "H", "O", "H", "H", "H", "O", "H", "H", "O", "O", "H", "C", "O", "H", "O", "O", "O", "H", "H", "H", "H", "H", "O", "C", "C", "H", "C", "H", "H", "H", "H", "C", "H", "H", "H", "C", "H", "C", "H", "O", "H", "C", "N", "H", "H", "C", "O", "N", "H", "H", "H", "O", "H", "H", "H", "H", "H", "H", "H", "C", "H", "C", "H", "O", "N", "C", "C", "C", "H", "H", "H", "C", "H"],
  "coordinates": [[3.047, -4.161, 4.910], [-2.486, 5.796, -2.523], [-11.067, 9.811, -2.308], [5.904, -6.458, 2.397], [-3.576, -2.788, 1.410], [-1.324, -6.517, -1.169], [-1.247, -4.658, 6.188], [-4.872, 7.261, -4.604], [3.963, -2.308, 1.816], [3.115, -2.622, 1.215], [-0.167, 0.858, -0.140], [6.771, -4.455, -3.437], [-0.927, -4.475, 5.254], [-6.070, -0.767, -4.598], [1.029, -0.384, 1.548], [-11.756, 8.195, -1.965], [0.955, -3.750, -1.348], [0.643, -6.439, -2.127], [-0.078, -5.276, 2.816], [2.152, 3.775, 0.491], [7.253, 1.509, -0.649], [-0.404, -7.632, -2.837], [4.931, 1.696, -1.419], [-1.471, 2.860, -4.597], [6.734, 0.289, 2.064], [-0.766, 2.213, -0.428], [5.657, -7.896, 3.500], [-4.470, -0.764, -3.365], [-0.716, -5.967, -3.235], [-9.379, 5.198, -0.836], [-2.016, 3.535, 3.936], [-6.895, 4.747, 0.065], [-11.721, 8.705, -3.857], [10.267, 5.404, 2.130], [0.448, -1.746, 1.225], [4.364, 2.307, 6.170], [-1.272, -1.666, -6.521], [3.856, -1.167, 1.816], [-6.398, 8.058, -2.900], [-0.678, -1.720, 1.277], [8.731, -9.590, 0.720], [-2.563, -4.060, -5.042], [7.720, -2.947, -1.850], [-0.586, -3.482, -0.522], [3.135, 3.295, 2.352], [-10.069, 6.550, -2.849], [-6.414, -3.147, -4.784], [-5.508, 1.235, -5.661], [-5.360, 7.915, -2.678], [-6.427, -1.325, -3.001], [-8.517, 5.520, -1.468], [8.652, 4.999, 1.471], [7.976, -7.921, 2.724], [-1.907, 1.914, -4.425], [-4.629, 7.098, -3.622], [1.879, -0.982, -2.077], [-5.480, -2.832, -4.343], [-1.549, -5.464, -0.833], [3.893, -5.494, 7.135], [0.630, -1.401, 6.002], [-8.140, 6.505, -1.207], [-0.855, 2.706, 3.011], [-9.200, 4.721, -3.359], [-0.385, -6.625, -2.373], [1.101, 2.268, -7.369], [-4.865, 9.403, -2.808], [2.088, 5.381, 1.814], [2.038, -2.647, 3.810], [-5.380, 10.228, -0.628], [1.137, -8.456, 3.244], [6.747, 1.982, 3.932], [6.097, -2.043, 1.489], [-1.655, 1.956, -9.831], [2.257, 3.124, 2.955], [-4.100, -2.522, -0.489], [-0.315, 4.016, 5.594], [-2.221, -1.749, 2.553], [-1.111, -5.085, 2.828], [5.826, -7.518, 2.471], [9.094, -0.558, -1.682], [-3.774, 9.453, -2.561], [-3.067, 1.846, -0.611], [7.862, -2.735, -2.955], [9.174, 0.076, -3.421], [-4.282, 10.411, -0.459], [-3.329, 5.916, 1.035], [-0.623, 0.681, 1.828], [8.552, 2.057, 3.527], [-11.089, 8.755, -2.620], [2.758, 4.218, 1.257], [5.075, -2.334, -0.038], [5.248, -2.578, 0.994], [-5.269, 2.271, -5.873], [-1.749, -5.148, 4.231], [-0.268, 3.267, -6.765], [-1.583, 1.500, -3.444], [5.473, -2.879, -3.162], [0.352, -0.596, 7.950], [-4.618, 5.728, -3.207], [-7.528, 4.265, 0.875], [7.570, 2.456, 3.293], [3.387, 2.350, 1.864], [-5.846, 2.878, -5.170], [8.262, 0.518, 1.203], [-1.878, 0.232, 3.332], [9.024, 4.551, 3.458], [3.085, 3.970, 5.100], [8.264, -10.097, 1.547], [-3.499, 5.398, -2.174], [7.661, 4.013, 3.617], [-5.949, -2.962, -1.360], [-0.807, 2.523, -1.470], [-5.621, 5.478, -2.790], [7.033, 4.657, 3.021], [6.639, -0.141, -0.460], [2.020, -0.260, 1.053], [0.068, 2.180, -7.047], [4.337, -4.461, -3.662], [-1.485, -4.327, -6.503], [0.264, 4.324, 2.004], [0.522, -8.054, 2.450], [-5.000, -3.137, 4.901], [0.255, -8.855, 1.722], [1.616, -1.905, 6.120], [-0.805, -3.652, -4.990], [-2.024, 2.341, 0.174], [6.829, -3.268, -4.735], [1.314, -0.374, 2.610], [8.786, -3.191, -3.304], [7.477, -7.661, 1.046], [-10.799, 6.277, -3.555], [4.660, -4.341, -0.699], [-13.639, 9.036, -3.227], [-0.099, 2.893, 0.063], [4.080, -2.902, 3.108], [-5.318, -3.442, -0.603], [-4.679, -2.837, -5.078], [-4.461, 5.028, -4.026], [9.474, 4.666, 2.108], [-6.836, 5.767, 0.234], [-12.923, 9.390, -3.937], [5.533, -4.004, 1.046], [-8.187, 6.089, -3.597], [-5.178, -3.470, -3.559], [-3.259, 1.531, 4.401], [4.894, 0.840, -2.038], [-2.053, 1.022, -6.319], [0.199, 0.807, 1.290], [-3.770, 2.571, -3.625], [6.303, 2.621, 1.669], [-1.826, -6.191, 4.467], [9.928, 3.736, 1.637], [3.333, -0.176, 5.863], [-3.152, 1.843, 2.606], [-0.191, -1.193, 7.258], [2.066, 0.343, -3.188], [0.688, -4.295, 0.426], [-2.335, -6.900, -1.475], [-3.841, 2.580, -5.705], [-2.052, -2.124, -5.857], [-4.094, -2.752, 3.842], [-1.453, 1.021, -5.478], [-3.046, -1.970, -6.375], [-5.575, 10.268, -2.025], [-4.405, -3.366, 5.762], [-2.863, -1.549, 5.035], [-3.553, -1.510, 4.179], [-4.975, -4.441, -0.992], [3.956, 2.248, -1.333], [4.410, -3.169, -4.899], [4.805, -3.565, 3.147], [-3.510, -0.521, 2.208], [3.131, -2.852, -2.180], [7.984, -11.133, 1.221], [2.839, -3.437, 3.602], [-0.061, -7.002, 0.326], [0.826, 3.071, 4.537], [0.960, -2.196, 0.007], [5.509, -1.885, -3.133], [-0.043, 1.172, -5.902], [-2.967, 5.547, 0.064], [-4.457, -0.888, 4.554], [6.618, 0.867, -0.058], [0.581, 1.313, -5.044], [0.180, 0.203, -6.241], [0.668, 5.283, 1.747], [-1.090, 2.544, -9.126], [-1.671, -0.517, -4.734], [-9.285, 8.352, -3.712], [7.023, -9.439, 1.833], [-3.524, -2.532, -1.427], [-1.656, 3.345, -8.667], [0.469, -3.487, -0.390], [-5.626, -2.282, 5.080], [-2.901, 0.795, -0.990], [-0.740, 1.602, -8.066], [0.766, -2.471, 2.041], [0.767, 0.886, -0.718], [7.242, 0.949, 1.309], [4.333, 2.327, 5.108], [-2.669, -4.673, 4.257], [4.053, 3.725, 4.635], [-1.610, 2.552, 3.799], [1.997, -4.396, 5.185], [4.612, -0.135, 4.726], [-5.613, 9.229, -0.216], [-3.714, -1.191, -3.816], [-3.832, 0.974, -4.470], [9.033, -0.796, -2.758], [-1.134, -0.720, 7.055], [-1.108, -4.036, 2.597], [-9.760, 7.985, -2.808], [-12.857, 10.466, -3.790], [2.900, -0.472, 4.143], [-5.567, 2.520, -6.913], [-5.905, 4.233, 0.110], [-5.916, 11.045, -0.223], [-2.812, -0.902, 2.987], [-9.016, 8.216, -1.992], [7.143, -8.085, 1.996], [3.671, 4.636, 0.765], [-5.156, 7.594, -1.697], [7.843, -1.345, -3.228], [2.317, -4.125, 2.881], [4.897, -5.797, 0.347], [1.090, -1.152, -3.605], [-0.972, 2.093, 5.007], [3.645, -4.727, 0.784], [2.366, -8.650, 0.892], [-2.034, -1.437, -4.620], [3.961, -5.237, 4.972], [-0.341, -2.234, 7.710], [2.422, -7.618, 1.174], [-3.147, -2.895, 0.545], [-1.299, -0.011, 4.137], [-3.892, 5.902, -0.968], [3.316, 1.462, 4.585], [5.276, 1.237, -0.066], [0.610, 2.531, 6.241], [4.664, -9.034, 1.599], [5.289, 1.915, 4.829], [7.311, 4.291, 4.592], [-2.809, 4.501, 0.062], [-0.031, -1.912, 4.877], [-2.579, 1.488, 3.524], [-3.386, 2.002, -4.478], [-5.560, -4.019, 4.660], [4.607, -4.734, 0.294], [5.679, 2.423, -1.766], [9.066, -10.171, 2.289], [4.852, 4.421, 5.042], [-0.716, -0.016, -0.442], [3.695, -6.031, 6.178], [-4.417, -1.501, -0.291], [-5.854, -3.505, 0.367], [4.070, 4.937, 2.994], [1.966, -0.733, -3.110], [0.278, 5.618, 0.707], [-5.651, -1.414, -3.853], [4.254, -6.957, 6.074], [-0.935, -7.297, -0.096], [2.609, -6.347, 6.190], [-8.902, 5.673, -2.923], [4.740, -8.018, 1.705], [3.179, -7.949, 3.139], [-13.386, 9.156, -4.945], [4.370, -3.379, -3.849], [-7.372, 4.642, -1.266], [7.247, 2.296, 1.844], [0.920, -0.392, 5.593], [3.512, -3.559, 5.749], [2.217, -3.208, -3.707], [3.121, -1.384, -3.640], [-0.111, 2.897, -9.610], [9.911, -1.518, -3.084], [0.325, 5.961, 2.540], [-1.735, -5.569, 2.107], [3.665, -6.337, 2.415], [2.730, -7.022, 0.301], [-3.378, 4.323, -2.085], [3.506, -7.412, 2.179], [-4.958, 9.881, -3.857], [-1.731, -3.645, -5.614], [-0.406, -2.802, 5.127], [1.227, -7.050, 1.638], [4.121, 3.945, 3.186], [0.071, 3.008, 5.387], [6.739, -3.377, -3.627], [3.114, -2.749, -3.297], [-3.936, 1.777, 0.087], [-0.268, -7.535, 2.929], [-3.376, 2.392, -1.503], [3.557, 0.065, 4.813], [-1.959, 5.939, -0.126]]
}